Entry from the Open Molecules 2025 dataset: C30H46F36N9O26S12 as an isolated structure at a distorted geometry (ωB97M-V/def2-TZVPD).

LUMO level, Ha: 0.151
HOMO level, hartree: -0.1377
Energy above the lowest of the compared OMol25 structures with the same formula, charge and spin, kJ/mol: 0.0
Total charge: -3
Multiplicity: 1

Last column: Mulliken charge in e.
Positions of all 159 atoms, in Å:
1 C -10.76146 -24.26618 6.41663  -0.964
2 N -9.80410 -23.21126 6.94728  0.741
3 C -8.49831 -23.35405 6.16169  -1.312
4 C -10.36149 -21.87608 6.53965  -1.511
5 C -9.42100 -23.45564 8.37272  -0.872
6 C -10.57067 -23.52486 9.38049  -0.332
7 O -11.46381 -22.48554 9.20588  -0.050
8 H -11.67053 -24.30225 7.01039  0.272
9 H -10.15209 -25.16002 6.54685  0.415
10 H -11.03349 -24.11641 5.37690  0.370
11 H -7.72101 -22.68391 6.52585  0.609
12 H -8.79976 -23.12260 5.14422  0.470
13 H -8.12918 -24.37493 6.24772  0.385
14 H -11.37981 -21.77737 6.91060  0.428
15 H -10.39669 -21.80981 5.45608  0.464
16 H -9.83512 -21.01819 6.95453  0.431
17 H -8.73221 -22.66614 8.66654  0.359
18 H -8.91469 -24.42113 8.35927  0.351
19 H -10.05728 -23.40010 10.34351  0.351
20 H -11.11405 -24.47393 9.43821  0.371
21 H -11.72343 -22.02953 10.02049  0.309
22 C -14.31128 -15.52276 14.62062  -0.612
23 N -14.19151 -17.01131 14.94886  0.318
24 C -15.53623 -17.49451 15.47120  -0.635
25 C -14.02648 -17.73576 13.61694  0.262
26 C -13.14401 -17.29220 15.99483  -1.026
27 C -11.71650 -17.22086 15.50495  0.609
28 O -11.14393 -15.99832 15.88834  -0.631
29 H -15.20891 -15.43524 14.01185  0.278
30 H -13.39952 -15.26588 14.09249  0.257
31 H -14.49352 -15.02259 15.56919  0.365
32 H -15.64714 -17.21881 16.51928  0.335
33 H -15.51124 -18.57484 15.36091  0.360
34 H -16.30127 -16.96872 14.90696  0.122
35 H -14.95508 -17.54776 13.08484  -0.429
36 H -13.69803 -18.72058 13.94520  0.528
37 H -13.20604 -17.33967 13.02349  -0.148
38 H -13.36748 -18.30058 16.34282  0.368
39 H -13.28352 -16.56585 16.79276  0.502
40 H -11.52681 -17.39516 14.43601  -0.109
41 H -11.13703 -18.08711 15.85676  0.238
42 H -10.18430 -16.05661 15.61601  0.298
43 C -8.57222 -17.32568 7.69107  -2.076
44 C -9.86688 -17.54616 8.47033  1.208
45 C -11.16026 -17.10636 7.76353  -0.956
46 N -12.44176 -17.48516 8.49150  1.937
47 C -12.56571 -18.93147 8.82539  -0.627
48 C -13.68130 -17.08925 7.63251  0.349
49 C -14.56469 -16.28682 8.56916  -0.497
50 C -13.82755 -16.04931 9.86480  0.534
51 C -12.40173 -16.56179 9.73214  -0.264
52 H -7.78079 -17.82555 8.25049  0.591
53 H -8.30809 -16.26738 7.62524  0.572
54 H -8.52091 -17.70201 6.67092  0.140
55 H -9.74611 -17.02372 9.41680  -0.093
56 H -9.88346 -18.63931 8.49642  -0.376
57 H -11.08416 -17.51351 6.74834  0.481
58 H -11.17115 -16.05508 7.46951  0.459
59 H -13.52824 -19.06835 9.31986  0.354
60 H -11.67685 -19.23316 9.36392  -0.439
61 H -12.70329 -19.52817 7.92078  0.064
62 H -14.07505 -18.04917 7.30620  -0.103
63 H -13.46965 -16.53550 6.72241  -0.441
64 H -15.54974 -16.74224 8.62290  0.337
65 H -14.65927 -15.25657 8.22269  0.292
66 H -14.19217 -16.65271 10.69860  -1.062
67 H -13.87432 -15.01972 10.21004  0.764
68 H -12.02394 -17.08590 10.60665  -0.244
69 H -11.67786 -15.76707 9.55775  0.490
70 C -13.38235 -12.44464 7.41608  0.668
71 F -13.47413 -13.20815 8.49028  -0.203
72 F -14.44542 -12.61076 6.65189  -0.223
73 F -13.29039 -11.16265 7.79418  -0.244
74 S -11.76850 -12.72545 6.45571  0.957
75 O -11.80760 -11.73105 5.42882  -0.602
76 O -10.70049 -12.57375 7.42125  -0.685
77 N -11.95653 -14.32878 5.92804  -0.308
78 S -12.15884 -14.28286 4.38305  1.072
79 O -13.45469 -13.78852 3.90365  -0.716
80 O -11.02117 -13.71336 3.71464  -0.704
81 C -12.09245 -16.14386 3.84592  0.488
82 F -10.84351 -16.54701 4.00752  -0.177
83 F -12.91167 -16.90011 4.54175  -0.116
84 F -12.39840 -16.19208 2.55139  -0.222
85 C -9.56545 -20.53003 12.14269  0.177
86 F -9.26085 -20.15961 10.91108  -0.098
87 F -9.14203 -21.76084 12.37422  -0.249
88 F -8.90860 -19.71545 12.95326  -0.165
89 S -11.40189 -20.22915 12.54954  0.769
90 O -11.49632 -20.09942 13.98710  -0.658
91 O -11.88739 -19.12432 11.75973  -0.162
92 N -12.01053 -21.64906 11.82883  -0.717
93 S -12.82876 -22.38430 12.93194  0.948
94 O -12.01460 -23.21462 13.79512  -0.745
95 O -13.84606 -21.56842 13.55601  -0.537
96 C -13.87952 -23.60635 11.93348  0.519
97 F -14.60100 -23.01784 10.98075  -0.161
98 F -13.11020 -24.57619 11.41129  -0.230
99 F -14.81864 -24.22937 12.67094  -0.239
100 C -7.48978 -19.37253 2.19384  0.462
101 F -7.33680 -20.63499 1.85420  -0.224
102 F -6.61062 -18.63011 1.53519  -0.215
103 F -8.70442 -18.92509 1.92052  -0.180
104 S -7.20418 -19.14390 4.04337  1.192
105 O -7.34612 -17.73561 4.29662  -0.629
106 O -8.07154 -20.07641 4.73427  -0.400
107 N -5.55761 -19.62231 4.09004  -0.626
108 S -5.26585 -19.80040 5.65340  1.172
109 O -5.54275 -18.67560 6.53700  -0.623
110 O -5.66802 -21.08252 6.22535  -0.657
111 C -3.38052 -19.79505 5.60051  0.428
112 F -2.91653 -18.66575 5.11789  -0.207
113 F -2.83473 -19.98086 6.81986  -0.228
114 F -2.95609 -20.85184 4.88569  -0.232
115 C -17.96008 -19.56374 6.25303  0.537
116 F -18.67383 -20.65543 6.10846  -0.195
117 F -18.56077 -18.39742 6.03336  -0.200
118 F -17.51313 -19.47715 7.49036  -0.169
119 S -16.49476 -19.56760 5.01800  0.928
120 O -17.06264 -19.83889 3.72217  -0.621
121 O -15.89898 -18.25197 5.05029  -0.568
122 N -15.44216 -20.77725 5.53553  -0.372
123 S -14.28134 -20.74307 4.47748  1.144
124 O -14.42817 -20.06487 3.19324  -0.621
125 O -12.96651 -20.47694 5.05941  -0.463
126 C -14.04427 -22.61999 4.10842  0.295
127 F -15.20839 -23.24397 3.92704  -0.233
128 F -13.28202 -22.84769 3.03999  -0.253
129 F -13.35765 -23.19322 5.14181  -0.198
130 C -8.74638 -15.33831 12.57459  0.634
131 F -8.27841 -16.52514 12.21318  -0.206
132 F -8.28251 -14.38714 11.75100  -0.229
133 F -10.07444 -15.36643 12.46901  -0.165
134 S -8.15428 -14.90786 14.30822  0.994
135 O -6.75582 -14.56380 14.23669  -0.598
136 O -9.00511 -13.80964 14.74337  -0.693
137 N -8.58134 -16.27380 15.18418  -0.323
138 S -7.34314 -16.73299 16.08474  0.916
139 O -6.25510 -17.47207 15.44073  -0.670
140 O -6.84063 -15.73570 16.98807  -0.690
141 C -8.17497 -17.99382 17.22698  0.631
142 F -7.35696 -18.41481 18.16552  -0.215
143 F -9.23835 -17.43241 17.84003  -0.238
144 F -8.66726 -18.97498 16.46894  -0.219
145 C -17.01867 -20.29123 12.23169  0.556
146 F -18.14327 -20.47137 12.91190  -0.240
147 F -15.99202 -20.13399 13.07351  -0.130
148 F -16.78489 -21.35543 11.47822  -0.197
149 S -17.14861 -18.72365 11.16072  0.733
150 O -15.82388 -18.63000 10.57609  -0.290
151 O -18.28063 -18.92040 10.29982  -0.615
152 N -17.49280 -17.58806 12.36585  -0.387
153 S -17.22908 -16.22819 11.69927  0.758
154 O -15.95579 -15.65601 12.11781  -0.663
155 O -17.58744 -16.10146 10.29201  -0.606
156 C -18.54128 -15.21353 12.59777  0.427
157 F -18.25304 -14.99338 13.88121  -0.218
158 F -18.64739 -14.06084 11.91743  -0.222
159 F -19.73619 -15.81263 12.58834  -0.246

=====

Entry from the Open Molecules 2025 dataset: a 2-piece molecular cluster, C4H6N5OS overall at a distorted geometry (ωB97M-V/def2-TZVPD).

LUMO level, Ha: -0.210
HOMO level, hartree: -0.5390
Energy above the lowest of the compared OMol25 structures with the same formula, charge and spin, kJ/mol: 112.9
Total charge: +1
Multiplicity: 1

Last column: Mulliken charge in e.
Positions of all 17 atoms, in Å:
1 C 1.29003 0.58651 -0.07704  0.346
2 C 0.40740 -0.38095 -0.00845  0.209
3 C 0.25295 -1.90760 -0.09121  0.416
4 C 1.22230 2.05112 -0.33045  -1.062
5 N -1.89949 1.50810 -0.22399  -0.201
6 N -3.17300 1.46947 -0.40714  -0.231
7 N -2.34233 -0.39529 0.77654  -0.310
8 N -1.44660 0.43812 0.38897  0.427
9 N 1.37649 -2.65480 0.11070  -0.494
10 O -0.82593 -2.43757 -0.42734  -0.517
11 S -3.81985 0.08904 0.24818  0.452
12 H 2.19191 0.03959 -0.27582  0.372
13 H 0.24381 2.58291 -0.58295  0.287
14 H 1.98981 2.44530 -0.88648  0.387
15 H 1.45314 2.54782 0.68409  0.321
16 H 2.07345 -2.34643 0.81591  0.279
17 H 1.00593 -3.63533 0.28647  0.319

=====

Entry from the Open Molecules 2025 dataset: C43H63AsN2OPSSi2Tl as an isolated structure at a distorted geometry (ωB97M-V/def2-TZVPD).

LUMO level, Ha: -0.321
HOMO level, hartree: -0.4322
Energy above the lowest of the compared OMol25 structures with the same formula, charge and spin, kJ/mol: 236.3
Total charge: +2
Multiplicity: 1

Last column: Mulliken charge in e.
Positions of all 115 atoms, in Å:
1 Tl -0.19109 -0.75331 -0.44641  1.171
2 C 2.21457 -1.74215 4.24033  -0.318
3 C 0.92429 -1.69397 5.06262  -0.760
4 C 0.05477 -0.48212 4.74289  -0.686
5 S -0.87691 -0.47627 3.16858  0.414
6 O 0.14661 -0.56201 2.05650  -0.317
7 C -1.67640 -2.13308 3.29328  -1.301
8 C -0.99281 -3.17611 2.42633  0.908
9 C -1.61225 -4.55917 2.60838  -1.636
10 H 2.72142 -2.69602 4.38534  0.348
11 H 2.90040 -0.95330 4.55408  0.423
12 H 2.00036 -1.61258 3.17975  -0.516
13 H 1.17033 -1.64116 6.12481  0.499
14 H 0.36057 -2.61943 4.92840  0.240
15 H 0.66527 0.42333 4.70615  0.233
16 H -0.73061 -0.33451 5.48966  0.584
17 H -2.70486 -1.96672 2.97122  0.575
18 H -1.69201 -2.41972 4.34454  0.641
19 H 0.07251 -3.21338 2.66179  -0.117
20 H -1.08117 -2.87544 1.37783  -0.168
21 H -1.51474 -4.89733 3.64022  0.385
22 H -1.10877 -5.28357 1.96987  0.420
23 H -2.67345 -4.55402 2.35353  0.347
24 C 4.55882 0.23054 0.68301  -1.103
25 C 4.75134 -0.93396 1.64315  -0.770
26 As 6.24333 -0.60514 2.92379  0.085
27 C 5.62040 1.08038 3.68716  -0.101
28 C 6.55940 1.93668 4.25998  -0.439
29 C 6.16307 3.12974 4.84540  -0.612
30 C 4.81919 3.47405 4.88088  -0.773
31 C 3.87447 2.61723 4.33510  -0.491
32 C 4.27115 1.42237 3.74972  0.400
33 C 7.53817 0.02070 1.59490  0.066
34 C 7.62323 1.34582 1.17421  0.185
35 C 8.48475 1.69482 0.14390  -0.687
36 C 9.27230 0.72846 -0.46586  -0.506
37 C 9.19765 -0.59122 -0.04398  -0.659
38 C 8.33550 -0.94249 0.98544  -0.417
39 P 2.93716 0.12702 -0.23462  1.213
40 C 3.27070 -1.44423 -1.12213  1.159
41 C 2.55931 -2.57142 -0.70422  -0.565
42 C 2.77501 -3.80967 -1.29187  -0.946
43 C 3.71561 -3.93342 -2.30303  -0.621
44 C 4.46304 -2.83011 -2.69145  -0.857
45 C 4.25418 -1.59471 -2.09684  -0.636
46 C 3.24761 1.45321 -1.46802  0.384
47 C 3.55893 2.71554 -0.95136  -0.801
48 C 3.85871 3.77330 -1.79622  -1.075
49 C 3.81236 3.59493 -3.17299  -0.728
50 C 3.43656 2.36633 -3.69471  -0.750
51 C 3.15121 1.30011 -2.84973  -0.501
52 H 5.35409 0.26276 -0.06251  0.568
53 H 4.56052 1.18026 1.21832  0.630
54 H 4.99306 -1.84812 1.10110  0.685
55 H 3.85283 -1.13112 2.23299  -0.355
56 H 7.60856 1.66362 4.24696  0.488
57 H 6.90260 3.78854 5.28132  0.418
58 H 4.50841 4.39982 5.34752  0.424
59 H 2.82246 2.87765 4.36725  0.330
60 H 3.51922 0.75555 3.33985  0.384
61 H 7.01683 2.10953 1.64602  0.307
62 H 8.53707 2.72482 -0.18680  0.421
63 H 9.95844 1.00561 -1.25547  0.415
64 H 9.81431 -1.34872 -0.50994  0.429
65 H 8.28912 -1.97161 1.32490  0.408
66 H 1.87498 -2.49100 0.13780  0.373
67 H 2.22761 -4.67775 -0.94749  0.488
68 H 3.88007 -4.89100 -2.77866  0.429
69 H 5.22591 -2.93482 -3.45190  0.442
70 H 4.86561 -0.74941 -2.38871  0.497
71 H 3.59314 2.87029 0.12286  0.574
72 H 4.13610 4.73278 -1.37685  0.497
73 H 4.06464 4.41240 -3.83582  0.439
74 H 3.38697 2.22944 -4.76755  0.465
75 H 2.87970 0.33900 -3.26870  0.560
76 C -6.27325 -1.28188 0.17302  -0.873
77 N -4.95601 -0.67561 0.28373  0.157
78 C -4.70357 0.64444 0.54015  -0.945
79 C -3.34642 0.76409 0.61050  -0.835
80 N -2.76474 -0.46166 0.40030  0.239
81 C -3.76430 -1.30059 0.21134  -0.622
82 H -6.93895 -0.61399 -0.36780  0.336
83 H -6.69391 -1.46919 1.16000  0.332
84 H -6.20213 -2.22238 -0.36652  0.328
85 H -5.49345 1.36972 0.63887  0.503
86 H -2.74651 1.64064 0.80599  0.785
87 H -3.65639 -2.35485 0.00670  0.472
88 C 1.21993 5.38984 0.96420  -0.857
89 Si -0.00328 4.04565 1.47596  -0.168
90 C 0.64913 2.93404 2.84488  -0.485
91 C -1.64119 4.84594 1.98099  -1.110
92 C -0.32767 2.99295 -0.06065  1.241
93 Si -0.92988 3.49858 -1.78307  -0.178
94 C -0.90062 1.98475 -2.89705  -0.655
95 C 0.15054 4.87509 -2.46906  -0.751
96 C -2.71352 4.07581 -1.53426  -0.889
97 H 1.51598 5.94939 1.85296  0.446
98 H 0.76315 6.08924 0.26319  0.359
99 H 2.11840 4.97822 0.50241  0.125
100 H 1.27368 3.50597 3.53335  0.349
101 H 1.24726 2.10803 2.44957  -0.004
102 H -0.16947 2.50492 3.42694  0.379
103 H -1.49283 5.34073 2.94204  0.392
104 H -2.44268 4.11530 2.09687  0.344
105 H -1.95578 5.59633 1.25531  0.363
106 H -0.13195 1.92305 0.10098  -0.549
107 H 0.08177 1.50782 -2.88917  0.096
108 H -1.10386 2.27647 -3.92930  0.415
109 H -1.66283 1.25566 -2.61195  0.281
110 H 1.20938 4.62014 -2.44049  0.123
111 H 0.00364 5.81295 -1.93145  0.376
112 H -0.13161 5.03611 -3.51109  0.401
113 H -3.34981 3.24275 -1.23261  0.239
114 H -3.07925 4.46832 -2.48443  0.394
115 H -2.79927 4.86678 -0.78889  0.311